(1)
Formula: C17H24N4O3PS
Source: the Open Molecules 2025 dataset
Level of theory: ωB97M-V with the def2-TZVPD basis set

As for the total energy: -1845.507529 Ha. The net charge is +1. The value obtained for the strongest force on any atom is 10.1 eV Å⁻¹.

Cartesian coordinates (Å):
C  -2.15127  4.51126  3.07913
C  -1.16765  3.59191  2.60389
N  -0.62371  2.35670  1.85551
C  -0.11256  1.20121  2.72479
C  0.49320  -0.17939  2.06933
N  1.05847  -1.35530  2.83522
C  1.14110  -1.10658  4.18409
S  1.45142  -0.65412  5.82800
C  0.49730  -0.32405  0.40360
P  1.17769  -1.93163  -0.39117
N  2.76712  -2.04206  0.03967
C  -0.05587  0.93508  -0.50980
C  -0.10818  0.92677  -2.16342
C  1.33985  0.61522  -2.87120
O  2.49539  0.85779  -1.96188
C  -0.59073  2.27001  0.34006
O  -1.04986  3.41067  -0.51923
C  -0.00512  4.45372  -0.49409
C  1.42200  4.01367  -1.17050
C  2.20472  5.38524  -1.72094
O  2.38242  3.39691  -0.20063
H  -2.95370  5.20782  3.61297
H  -0.14099  1.35979  3.89826
H  1.07778  -1.96522  -1.83881
H  0.53218  -3.08153  0.21856
H  3.37163  -2.08029  -0.81013
H  -0.53471  1.94257  -2.61648
H  -0.89403  0.09194  -2.47112
H  1.39083  -0.45362  -3.39293
H  1.46395  1.40812  -3.75283
H  3.15291  0.12358  -2.20050
H  0.22552  4.89217  0.56611
H  -0.42090  5.36058  -1.14226
H  1.30188  3.33446  -2.14327
H  3.13779  4.96491  -2.33560
H  1.50549  6.07331  -2.36037
H  2.63464  5.93302  -0.75297
H  3.25816  3.19613  -0.68757
C  -2.38839  -5.38623  1.73317
C  -3.21281  -5.97943  0.59512
C  -2.45107  -6.02358  -0.73106
C  -2.06328  -4.61418  -1.14763
N  -1.74150  -3.44496  -1.49326
H  -2.11762  -4.34416  1.53583
H  -2.96163  -5.40127  2.66554
H  -1.46684  -5.95861  1.88994
H  -4.13051  -5.39020  0.47756
H  -3.51563  -6.99631  0.86817
H  -3.07886  -6.46876  -1.51009
H  -1.54602  -6.63307  -0.63481

=====

(2)
Formula: C2HBrF2S
Source: the Open Molecules 2025 dataset
Level of theory: ωB97M-V with the def2-TZVPD basis set

As for the total energy: -3248.694755 Ha. As for the energy above the lowest of the compared OMol25 structures with the same formula, charge and spin: 44.0 kJ/mol. The value obtained for the strongest force on any atom is 3.5 eV Å⁻¹. As for the SMILES: FC(F)(Br)C=S.

Cartesian coordinates (Å):
C  0.95942  -0.06313  0.16056
C  -0.60427  -0.09384  -0.11589
F  -1.26293  -0.90952  0.67581
F  -0.89514  -0.56656  -1.38706
S  2.16811  0.83233  -0.33885
Br  -1.36371  1.64532  -0.00251
H  0.99851  -0.84460  1.00794

=====

(3)
Formula: C6H6Cl2O
Source: the Open Molecules 2025 dataset
Level of theory: ωB97M-V with the def2-TZVPD basis set

As for the total energy: -1227.788964 Ha. As for the energy above the lowest of the compared OMol25 structures with the same formula, charge and spin: 206.7 kJ/mol. The value obtained for the strongest force on any atom is 4.3 eV Å⁻¹. As for the SMILES: O[C@]1(Cl)C=CCC=C1Cl.

Cartesian coordinates (Å):
C  -1.36918  -0.60235  0.12914
C  -0.23970  -1.26619  -0.13130
C  -0.12209  1.47813  0.52991
C  1.02221  0.88010  0.25872
C  -1.42947  0.85849  0.48885
C  1.13249  -0.70071  -0.20413
O  1.64487  -0.74439  -1.49233
Cl  2.42981  1.70225  0.12183
Cl  2.25677  -1.64924  1.00747
H  -2.26690  -0.93258  -0.39291
H  -0.41409  -2.26484  -0.35909
H  -0.02115  2.52594  0.78723
H  -2.04540  1.44775  -0.17794
H  -2.08324  0.89848  1.32575
H  1.50506  -1.63086  -1.89119

=====

no.,highest occupied orbital energy (eV)
1,-10.963
2,-9.705
3,-9.324